(w)
ORCA calculation (ωB97M-V/def2-TZVPD) on 3 unconnected molecules or ions with the total composition C5H14O2.

Computed properties:
* lowest unoccupied orbital energy: 0.48 eV
* HOMO level: -9.13 eV

ORCA input file:
```
! wB97M-V def2-TZVPD RIJCOSX def2/J DEFGRID3
* xyz 0 1
O 1.953 -0.571 1.831
O -2.136 -1.924 0.896
C 0.256 2.762 0.665
C 0.547 -1.357 -2.159
C -0.305 -0.327 -1.471
C -0.590 1.600 0.103
C 0.187 0.516 -0.552
H 0.959 2.509 1.461
H -1.184 -1.923 0.903
H 0.856 3.172 -0.151
H -1.380 -0.287 -1.584
H 2.343 -1.438 1.860
H 0.167 -1.604 -3.150
H 0.588 -2.267 -1.557
H -2.391 -2.838 1.006
H -1.395 2.031 -0.489
H -1.103 1.192 0.989
H 1.103 -0.692 1.393
H 1.563 -0.984 -2.287
H 1.266 0.469 -0.427
H -0.427 3.482 1.116
*
```



(x)
ORCA calculation (ωB97M-V/def2-TZVPD) on 3 unconnected molecules or ions with the total composition C5H14O2.

Computed properties:
* lowest unoccupied orbital energy: 0.69 eV
* HOMO level: -9.26 eV

ORCA input file:
```
! wB97M-V def2-TZVPD RIJCOSX def2/J DEFGRID3
* xyz 0 1
O -3.718 -0.613 -1.544
O -1.493 0.680 -1.830
C 0.213 -1.859 1.021
C 1.699 0.187 -0.830
C 1.206 0.451 0.426
C 1.149 -0.603 1.479
C 1.083 1.907 0.769
H 1.712 0.824 -1.728
H -0.587 -1.438 0.458
H -0.686 0.682 -1.244
H 0.637 -2.767 0.666
H -0.349 -2.028 2.006
H 0.721 2.160 1.817
H -4.258 -0.527 -0.764
H -3.007 -0.107 -1.498
H 2.114 -1.117 1.614
H 0.204 2.290 0.293
H -1.214 0.296 -2.735
H 1.811 2.600 0.332
H 2.045 -0.776 -1.151
H 0.718 -0.241 2.443
*
```



(y)
ORCA calculation (ωB97M-V/def2-TZVPD) on 3 unconnected molecules or ions with the total composition C5H14O2.

Computed properties:
* lowest unoccupied orbital energy: 0.74 eV
* HOMO level: -9.47 eV

ORCA input file:
```
! wB97M-V def2-TZVPD RIJCOSX def2/J DEFGRID3
* xyz 0 1
O -2.556 -1.605 -2.301
O -6.706 -0.014 -0.961
C 1.639 0.585 0.246
C 3.096 2.539 -0.302
C 1.507 -0.275 1.515
C 2.957 1.289 0.115
C 1.113 -1.737 1.192
H -7.081 -0.787 -0.520
H 2.296 3.120 -0.750
H 0.093 -1.787 0.808
H 1.253 -2.351 2.086
H 2.480 -0.328 2.001
H 3.858 0.765 0.409
H 0.761 0.094 2.219
H -7.108 0.697 -0.449
H 1.816 -2.109 0.446
H 1.498 -0.070 -0.623
H 0.829 1.312 0.162
H -2.429 -1.003 -3.039
H 4.074 3.007 -0.353
H -3.390 -1.342 -1.899
*
```



(z)
ORCA calculation (ωB97M-V/def2-TZVPD) on 3 unconnected molecules or ions with the total composition C5H14O2.

Computed properties:
* lowest unoccupied orbital energy: 0.58 eV
* HOMO level: -9.63 eV

ORCA input file:
```
! wB97M-V def2-TZVPD RIJCOSX def2/J DEFGRID3
* xyz 0 1
O 1.000 0.908 1.705
O 2.948 -0.984 0.893
C 1.092 -0.170 -1.906
C -1.181 0.614 -0.954
C -0.243 -0.252 -1.804
C -1.772 -0.344 0.114
C -2.724 0.321 1.075
H -2.029 1.043 -1.483
H 1.685 0.683 -1.488
H -2.839 -0.382 1.906
H 1.415 1.739 1.413
H -2.162 1.249 1.445
H -0.990 -0.762 0.738
H -0.676 -1.024 -2.421
H 1.641 -0.874 -2.544
H 3.548 -1.691 1.288
H -0.514 1.355 -0.398
H -2.281 -1.202 -0.313
H -3.678 0.526 0.473
H 1.677 0.208 1.329
H 2.586 -1.269 0.117
*
```



Short version: (x) is the least stable of them.



(w)
ORCA calculation (ωB97M-V/def2-TZVPD) on a single C7H10O molecule.

Computed properties:
* lowest unoccupied orbital energy: 0.75 eV
* HOMO level: -8.72 eV

ORCA input file:
```
! wB97M-V def2-TZVPD RIJCOSX def2/J DEFGRID3
* xyz 0 1
O 1.267 -1.600 -0.033
C 0.210 1.633 -0.044
C 2.065 -0.430 0.015
C -1.936 -0.027 0.032
C 1.450 1.057 -0.030
C 0.013 -1.011 -0.038
C -1.217 1.142 -0.056
C -1.432 -1.498 -0.016
H 2.832 -0.518 -0.799
H 2.620 -0.427 0.954
H 0.106 -0.484 -0.955
H 0.021 -0.364 0.813
H -1.884 2.029 -0.027
H 2.233 1.762 -0.071
H 0.214 2.742 0.186
H -3.022 0.126 -0.016
H -1.907 -2.084 -0.814
H -1.633 -2.048 0.896
*
```



(x)
ORCA calculation (ωB97M-V/def2-TZVPD) on a single C7H10O molecule.

Computed properties:
* lowest unoccupied orbital energy: 0.10 eV
* HOMO level: -9.12 eV

ORCA input file:
```
! wB97M-V def2-TZVPD RIJCOSX def2/J DEFGRID3
* xyz 0 1
O 2.611 -1.754 0.177
C 0.836 1.157 1.268
C 0.686 0.105 -2.244
C 0.665 -0.115 0.486
C -0.787 -0.830 0.594
C -1.970 -0.009 0.112
C 1.726 -0.972 -0.035
C 0.900 -0.277 -0.993
H -0.863 -0.982 1.672
H 0.158 1.939 0.928
H -1.961 0.996 0.528
H 1.283 -0.290 -3.052
H -0.788 -1.822 0.140
H -1.981 0.057 -0.974
H 1.855 1.522 1.147
H -0.112 0.783 -2.507
H 0.642 0.973 2.325
H -2.897 -0.484 0.428
*
```



Short version: (w) is the least stable of them.



(w)
ORCA calculation (ωB97M-V/def2-TZVPD) on 2 unconnected molecules or ions with the total composition C2H3Cl3S.

Computed properties:
* lowest unoccupied orbital energy: -0.17 eV
* HOMO level: -8.36 eV

ORCA input file:
```
! wB97M-V def2-TZVPD RIJCOSX def2/J DEFGRID3
* xyz 0 1
Cl -1.741 0.217 -1.615
Cl -1.714 -0.596 1.383
Cl 1.162 -0.290 -1.828
S 1.185 -0.933 1.260
C -0.149 0.687 -1.242
C -0.099 0.128 1.079
H 0.019 1.088 1.598
H 0.181 1.702 -1.016
H 1.157 -2.003 0.380
*
```



(x)
ORCA calculation (ωB97M-V/def2-TZVPD) on a molecular structure, C2H3Cl3S.

Computed properties:
* lowest unoccupied orbital energy: -0.24 eV
* HOMO level: -9.13 eV

ORCA input file:
```
! wB97M-V def2-TZVPD RIJCOSX def2/J DEFGRID3
* xyz 0 1
Cl 1.217 -2.774 0.659
Cl -0.406 1.482 0.484
Cl 2.541 0.712 0.272
S 0.840 -1.050 2.782
C 1.143 1.315 -0.537
C 1.989 -1.733 1.759
H 1.149 2.333 -0.868
H -0.168 -1.733 2.189
H 1.131 0.520 -1.363
*
```



Short version: (x) is the least stable of them.